# 1
{
  "formula": "C8H26BaO8",
  "method": "ωB97M-V with the def2-TZVPD basis set",
  "symbols": ["Ba", "C", "O", "H", "H", "H", "H", "C", "O", "H", "H", "H", "H", "C", "O", "H", "H", "H", "H", "C", "O", "H", "H", "H", "H", "C", "O", "H", "H", "H", "H", "C", "O", "C", "O", "O", "C", "H", "H", "H", "H", "H", "H"],
  "positions_angstrom": [[-0.048, -2.053, 0.071], [-2.552, 3.010, -3.875], [-1.724, 2.785, -2.773], [-2.221, 3.961, -4.294], [-2.465, 2.266, -4.666], [-3.593, 3.284, -3.702], [-1.167, 3.566, -2.743], [0.276, -5.321, 5.298], [0.487, -3.871, 5.380], [-0.139, -5.414, 4.295], [1.168, -5.939, 5.401], [-0.362, -5.715, 6.089], [1.311, -3.697, 5.840], [6.221, -1.521, 0.879], [5.100, -0.835, 1.518], [6.441, -2.302, 1.607], [6.001, -2.032, -0.058], [7.100, -0.893, 0.735], [5.365, 0.035, 1.826], [-2.272, -3.988, -6.223], [-2.059, -4.138, -4.827], [-1.932, -2.968, -6.407], [-1.782, -4.682, -6.905], [-3.344, -3.985, -6.417], [-2.403, -5.014, -4.637], [3.523, 1.318, -5.097], [2.978, 0.126, -4.558], [2.736, 2.029, -5.348], [4.303, 1.693, -4.433], [4.078, 0.985, -5.974], [3.354, -0.532, -5.148], [-4.908, 2.985, 3.394], [-3.862, 3.369, 4.303], [-2.619, 3.146, 4.098], [-2.216, 2.327, 3.366], [-1.922, 4.036, 4.737], [-0.542, 3.881, 4.929], [-4.907, 3.544, 2.459], [-5.869, 3.260, 3.828], [-4.955, 1.924, 3.149], [-0.120, 4.023, 3.934], [-0.295, 2.855, 5.199], [-0.162, 4.492, 5.748]],
  "mulliken_charge": [2.0007, -0.6023, -0.4905, 0.2417, 0.2453, 0.2706, 0.3344, -0.4460, -0.5279, 0.1341, 0.2723, 0.2501, 0.3190, -0.4832, -0.5434, 0.2414, 0.2059, 0.2549, 0.3253, -0.5231, -0.5026, 0.1919, 0.2593, 0.2667, 0.3066, -0.5448, -0.4940, 0.2059, 0.2367, 0.2683, 0.3276, -0.6651, -0.3043, 0.8124, -0.5770, -0.2917, -0.6239, 0.3117, 0.2607, 0.2743, 0.2685, 0.2884, 0.2453],
  "charge": 2,
  "homo_energy_ev": -14.48
}

=====

# 2
{
  "formula": "C5H8N2O3S",
  "method": "ωB97M-V with the def2-TZVPD basis set",
  "symbols": ["C", "C", "C", "N", "S", "C", "O", "O", "H", "H", "H", "H", "H", "H", "H", "N", "C", "O", "H"],
  "positions_angstrom": [[0.434, 1.614, -1.598], [0.370, 0.974, -0.210], [-0.589, 1.318, 0.725], [-1.477, 1.523, 1.431], [1.106, -0.539, -0.015], [2.345, -0.772, 1.359], [1.647, -0.960, -1.284], [0.109, -1.712, 0.532], [-0.569, 1.540, -2.189], [0.611, 2.612, -1.444], [1.274, 1.140, -2.133], [2.118, 0.022, 2.075], [2.064, -1.648, 1.936], [3.466, -0.879, 1.136], [-0.742, -1.278, 0.380], [-2.901, -0.767, 0.485], [-3.081, -0.937, -0.670], [-3.435, -1.245, -1.720], [-2.750, -0.008, 1.204]],
  "mulliken_charge": [-1.1686, -0.0322, 0.5138, -0.7246, 1.2451, -1.0525, -0.6348, -0.5130, 0.2264, 0.3655, 0.3714, 0.3530, 0.3827, 0.3143, 0.2541, -0.4971, 0.6354, -0.4271, 0.3881],
  "smiles": "CC(C#N)=[S@](C)(=O)O.N=C=O",
  "homo_energy_ev": -8.94
}

=====

# 3
{
  "formula": "C5H13BrN",
  "method": "ωB97M-V with the def2-TZVPD basis set",
  "symbols": ["C", "C", "C", "C", "C", "N", "Br", "H", "H", "H", "H", "H", "H", "H", "H", "H", "H", "H", "H", "H"],
  "positions_angstrom": [[-1.764, 1.123, 0.236], [4.378, 1.009, -0.012], [-2.399, -1.977, -0.147], [-1.006, 0.027, -0.439], [2.958, 0.848, -0.211], [-1.105, -1.282, 0.205], [2.235, -0.909, 0.038], [-2.849, 1.275, -0.241], [-1.395, 2.028, -0.020], [-1.702, 0.838, 1.359], [4.754, 1.916, -0.580], [4.843, 0.127, -0.321], [4.446, 1.428, 0.935], [-2.145, -3.009, -0.119], [-3.142, -1.778, 0.476], [-2.603, -1.712, -1.135], [-1.084, -0.188, -1.572], [2.269, 1.608, -0.024], [-1.229, -1.288, 1.236], [-0.243, -1.926, -0.050]],
  "mulliken_charge": [-0.9666, -0.8982, -0.9935, -0.1239, -0.3253, -0.1848, -0.1401, 0.2763, 0.3863, 0.2969, 0.3036, 0.3689, 0.2997, 0.4304, 0.3690, 0.3950, 0.3626, 0.4758, 0.3462, 0.3217],
  "charge": 1,
  "homo_energy_ev": [-13.25, -11.09]
}

=====

# 4
{
  "formula": "C2H8INO3Si",
  "method": "ωB97M-V with the def2-TZVPD basis set",
  "symbols": ["C", "C", "N", "O", "O", "O", "Si", "I", "H", "H", "H", "H", "H", "H", "H", "H"],
  "positions_angstrom": [[0.963, 2.588, 0.159], [0.171, -2.503, -0.255], [-1.849, 0.483, 0.319], [0.692, 1.485, 1.026], [0.362, -1.120, -0.457], [-0.405, -0.590, 2.171], [-0.210, 0.238, 0.834], [0.797, -1.338, 3.633], [0.948, 3.347, 0.950], [0.300, 2.854, -0.665], [2.014, 2.587, -0.235], [0.605, -2.923, -1.125], [-0.915, -2.719, -0.323], [0.703, -2.854, 0.614], [-2.685, -0.138, 0.351], [-2.166, 1.385, 0.169]],
  "lowdin_spin": [-0.0002, 0.0038, 0.0247, -0.0006, 0.0257, 0.5114, 0.0338, 1.3938, 0.0000, 0.0000, 0.0000, 0.0010, 0.0002, 0.0055, -0.0001, 0.0011],
  "s_squared": 2.01,
  "multiplicity": 3,
  "homo_energy_ev": [-7.63, -9.01]
}

=====

# 5
{
  "formula": "C5H9NO",
  "method": "ωB97M-V with the def2-TZVPD basis set",
  "symbols": ["C", "C", "O", "C", "C", "N", "C", "H", "H", "H", "H", "H", "H", "H", "H", "H"],
  "positions_angstrom": [[1.133, -0.725, 1.985], [0.552, 0.550, 1.408], [0.382, 1.519, 2.121], [0.023, 0.684, -0.002], [-1.220, -0.100, -0.238], [-0.022, -0.372, -1.005], [-0.144, 0.077, -2.399], [1.263, -0.553, 3.057], [0.492, -1.601, 1.838], [2.104, -0.950, 1.534], [0.058, 1.719, -0.341], [-2.050, 0.407, -0.725], [-1.494, -0.852, 0.497], [-0.316, -0.798, -3.034], [0.762, 0.582, -2.748], [-0.994, 0.764, -2.552]],
  "mulliken_charge": [-1.0247, 0.2170, -0.5517, 0.2832, -0.5189, -0.3033, -0.8077, 0.3259, 0.3172, 0.2868, 0.4163, 0.2454, 0.2281, 0.2793, 0.2955, 0.3117],
  "smiles": "CC(=O)[C@@H]1CN1C",
  "homo_energy_ev": -9.38
}

=====

# 6
{
  "formula": "C3H4ClNO",
  "method": "ωB97M-V with the def2-TZVPD basis set",
  "symbols": ["N", "C", "C", "Cl", "C", "O", "H", "H", "H", "H"],
  "positions_angstrom": [[0.435, 1.587, -0.862], [0.006, 0.693, 0.047], [-0.019, -0.651, -0.081], [0.543, -1.393, -1.551], [-0.536, -1.506, 0.978], [-0.609, -2.713, 0.947], [0.866, 1.248, -1.703], [0.570, 2.574, -0.622], [-0.363, 1.083, 0.981], [-0.893, -0.923, 1.867]],
  "mulliken_charge": [-0.4026, -0.0940, 0.3602, -0.2157, -0.0539, -0.5105, 0.1800, 0.2281, 0.2605, 0.2479],
  "smiles": "N/C=C(\\Cl)C=O",
  "homo_energy_ev": -8.82
}

=====

# 7
{
  "formula": "C18H21N3O3S",
  "method": "ωB97M-V with the def2-TZVPD basis set",
  "symbols": ["C", "C", "C", "C", "C", "S", "C", "C", "C", "C", "C", "O", "C", "O", "N", "C", "O", "C", "C", "N", "C", "C", "N", "C", "C", "H", "H", "H", "H", "H", "H", "H", "H", "H", "H", "H", "H", "H", "H", "H", "H", "H", "H", "H", "H", "H"],
  "positions_angstrom": [[-4.750, -3.701, 0.243], [-3.588, -4.723, 0.166], [-4.014, -6.079, -0.420], [-2.480, -4.020, -0.717], [-1.228, -4.787, -0.521], [0.100, -4.169, -1.619], [0.349, -2.456, -1.185], [-0.079, -1.578, -2.129], [0.215, -0.255, -1.854], [0.704, 0.220, -0.579], [1.182, 1.593, -0.403], [0.644, 2.428, -1.139], [2.586, 2.056, 0.072], [3.578, 1.653, -0.918], [2.805, 3.507, 0.167], [1.973, 4.333, 0.850], [0.906, 3.888, 1.379], [2.420, 5.709, 1.156], [1.490, 6.544, 1.792], [1.755, 7.850, 2.324], [3.025, 8.217, 2.154], [3.962, 7.454, 1.338], [3.611, 6.231, 0.769], [1.017, -0.739, 0.320], [0.902, -2.089, -0.019], [-5.114, -3.613, -0.868], [-5.622, -4.046, 0.750], [-4.264, -2.782, 0.639], [-3.282, -4.783, 1.234], [-3.988, -6.224, -1.563], [-3.261, -6.776, 0.021], [-4.986, -6.334, -0.065], [-2.848, -4.074, -1.730], [-2.336, -2.952, -0.633], [-1.403, -5.808, -0.874], [-0.916, -4.967, 0.506], [-0.544, -1.934, -3.012], [0.007, 0.462, -2.700], [2.943, 1.490, 1.012], [3.045, 1.464, -1.715], [3.746, 3.881, -0.018], [0.474, 6.194, 2.159], [3.345, 9.210, 2.572], [4.886, 7.863, 1.169], [1.487, -0.646, 1.284], [1.546, -2.712, 0.602]],
  "mulliken_charge": [-1.4554, 0.4416, -1.2717, -0.7712, -0.7748, -0.2304, -0.0241, -0.4658, -0.5247, 0.7200, -0.0986, -0.5275, 0.0493, -0.5833, -0.1490, 0.1573, -0.6789, 0.7070, -0.1404, -0.5358, -0.0882, -0.2375, -0.5178, -0.4188, -0.3418, 0.2560, 0.4301, 0.3467, 0.3340, 0.2219, 0.3376, 0.4481, 0.2866, 0.5662, 0.4013, 0.4695, 0.5210, 0.2920, 0.2355, 0.3716, 0.3039, 0.3898, 0.3338, 0.4770, 0.3826, 0.3554],
  "smiles": "CC(C)CCSc1ccc(C(=O)[C@@H](O)NC(=O)c2cnccn2)cc1",
  "homo_energy_ev": -8.79
}

=====

# 8
{
  "formula": "CHBrINO2",
  "method": "ωB97M-V with the def2-TZVPD basis set",
  "symbols": ["C", "N", "O", "O", "Br", "I", "H"],
  "positions_angstrom": [[-0.239, -0.234, 0.578], [0.043, 0.223, -0.915], [-0.896, 0.207, -1.676], [1.201, 0.324, -1.256], [-0.710, 1.446, 1.484], [1.596, -1.098, 1.253], [-0.995, -0.867, 0.532]],
  "mulliken_charge": [-0.5268, 0.8208, -0.5036, -0.4735, -0.0497, 0.2197, 0.5130],
  "homo_energy_ev": -10.19
}

=====

Number 1: DFT total energy -25770.951 eV. Number 2: DFT total energy -25269.331 eV. Number 3: DFT total energy -76916.639 eV. Number 4: DFT total energy -25813.814 eV. Number 5: DFT total energy -8867.004 eV. Number 6: DFT total energy -19235.435 eV. Number 7: DFT total energy -40451.723 eV. Number 8: DFT total energy -84777.512 eV.